# 1
Entry from the Open Molecules 2025 dataset: a single C5H7N molecule at a distorted geometry (ωB97M-V/def2-TZVPD).

Cartesian coordinates (Å):
C: -0.42117 -0.40561 -1.52500
C: -0.67526 0.24945 -0.18822
C: -0.45093 -0.47339 1.09833
C: 0.38195 0.75038 0.78033
C: 1.80513 0.52984 0.67716
N: 2.94417 0.32540 0.72700
H: -0.31955 0.33799 -2.32211
H: -1.27405 -1.04765 -1.77653
H: 0.47900 -1.02797 -1.51952
H: -1.54023 0.91065 -0.18901
H: 0.09457 -1.41203 1.03031
H: -1.16157 -0.41458 1.91552
H: 0.13795 1.67750 1.29175

For the relative energy (zero: lowest compared OMol25 entry of this formula, charge and spin), the calculation gives 23.9 kcal per mole. The gap between HOMO and LUMO comes out at 11.49 eV. The strongest force on any atom is 1.13 eV/A. The value obtained for the calculated total energy is -249.43520 Ha. The charge is 0. Its SMILES is C[C@H]1C[C@H]1C#N.

=====

# 2
Entry from the Open Molecules 2025 dataset: 8 unconnected molecules or ions with the total composition C44H106N6O2 at a distorted geometry (ωB97M-V/def2-TZVPD).

Cartesian coordinates (Å):
C: 0.69030 4.73636 1.39337
C: -0.50247 4.97337 2.33155
N: -1.73101 4.56073 1.64382
C: -1.95977 3.12542 1.71674
C: -3.06999 2.63617 0.79561
C: -2.88825 5.34526 2.09788
C: -3.15440 5.33010 3.61008
H: 1.61265 5.04599 1.88778
H: 0.53710 5.30267 0.47797
H: 0.75428 3.68200 1.12870
H: -0.38870 4.52492 3.32838
H: -0.57566 6.04480 2.53443
H: -2.15104 2.77835 2.74543
H: -1.01279 2.64193 1.45601
H: -3.12413 1.54658 0.76621
H: -3.07483 3.08583 -0.19430
H: -4.01289 2.88208 1.29609
H: -2.73278 6.38008 1.78261
H: -3.78597 4.98944 1.59052
H: -4.14053 5.75958 3.79094
H: -3.14547 4.30956 3.99023
H: -2.41406 5.94739 4.11773
C: 0.24054 -0.49798 7.48506
C: -1.12851 -0.22512 6.82513
N: -1.03588 0.31571 5.48173
C: -0.51083 1.66894 5.36393
C: -1.30773 2.70750 6.14703
C: -0.40783 -0.59648 4.54563
C: -0.86297 -0.39499 3.10868
H: 0.76802 -1.27220 6.93105
H: 0.11698 -0.80992 8.52317
H: 0.83387 0.41772 7.50554
H: -1.67014 -1.17362 6.78838
H: -1.73119 0.39555 7.48770
H: 0.54605 1.70230 5.66852
H: -0.57988 1.94796 4.31237
H: -1.47713 2.37678 7.17321
H: -0.74652 3.63976 6.16004
H: -2.30428 2.82629 5.72186
H: -0.60181 -1.63998 4.80495
H: 0.69157 -0.50064 4.58695
H: -0.37580 -1.08190 2.41584
H: -0.64497 0.61008 2.74452
H: -1.94133 -0.56609 3.08213
C: 2.81972 -0.52032 -7.57198
C: 2.43912 -0.04059 -6.18331
N: 2.97202 -0.87037 -5.10968
C: 2.53523 -2.25775 -5.10250
C: 1.05782 -2.53003 -4.85574
C: 2.77839 -0.24121 -3.80509
C: 3.48980 -0.90394 -2.62240
H: 2.42706 0.19720 -8.29376
H: 2.48880 -1.53148 -7.80262
H: 3.90214 -0.54750 -7.73169
H: 2.75736 0.98260 -5.98548
H: 1.33653 -0.02757 -6.14119
H: 2.86031 -2.72043 -6.03882
H: 3.14416 -2.77759 -4.35824
H: 0.82296 -3.59399 -4.83082
H: 0.76411 -2.13880 -3.87623
H: 0.41419 -2.05578 -5.59869
H: 1.70358 -0.16230 -3.60065
H: 3.22538 0.75499 -3.87555
H: 4.52378 -1.12462 -2.87872
H: 2.92110 -1.80201 -2.36419
H: 3.41260 -0.24876 -1.75316
C: 0.43076 -4.81457 -0.49280
C: -0.28170 -5.90049 -1.27630
N: -1.51872 -5.42449 -1.88380
C: -1.32577 -4.46479 -2.94195
C: -2.49951 -3.48683 -3.05962
C: -2.36567 -6.52657 -2.31264
C: -2.98016 -7.29350 -1.12538
H: 0.68834 -3.91006 -1.05491
H: 1.39676 -5.15504 -0.11226
H: -0.19012 -4.45532 0.33093
H: 0.35142 -6.29648 -2.08764
H: -0.43867 -6.70549 -0.55877
H: -0.50408 -3.77355 -2.73665
H: -1.10166 -4.94347 -3.90753
H: -2.25377 -2.64227 -3.71293
H: -3.37265 -3.99709 -3.46704
H: -2.69999 -2.97931 -2.11504
H: -1.89682 -7.20327 -3.04207
H: -3.24187 -6.13327 -2.83336
H: -3.30893 -6.59042 -0.36391
H: -2.31356 -8.03888 -0.69321
H: -3.85189 -7.81607 -1.52469
C: 3.42916 1.37304 2.13468
C: 3.85637 2.76940 1.67575
N: 5.15316 2.93333 1.03262
C: 5.21177 2.25692 -0.25089
C: 4.31449 2.88173 -1.30228
C: 6.24681 2.44514 1.90161
C: 7.53616 3.15632 1.62098
H: 2.41255 1.46062 2.51837
H: 4.14599 0.94028 2.83224
H: 3.42874 0.66805 1.29596
H: 3.06753 3.25130 1.09697
H: 3.83678 3.41294 2.56642
H: 4.97704 1.17826 -0.21606
H: 6.22579 2.30275 -0.65491
H: 3.26181 2.93155 -1.01834
H: 4.29839 2.33844 -2.25395
H: 4.63063 3.88705 -1.59237
H: 5.97042 2.52331 2.95613
H: 6.32971 1.35841 1.74205
H: 7.88072 3.01397 0.59469
H: 7.49849 4.23880 1.75527
H: 8.32914 2.79772 2.28383
C: -6.50919 1.34768 -0.08892
C: -6.83696 0.83912 -1.48138
N: -5.73786 0.28601 -2.27733
C: -5.08167 -0.86742 -1.68378
C: -5.96109 -2.10846 -1.75817
C: -4.78175 1.33945 -2.67809
C: -3.89057 0.85271 -3.81820
H: -5.80520 2.18009 -0.12549
H: -6.11476 0.56316 0.56365
H: -7.40871 1.66441 0.44501
H: -7.55071 0.01666 -1.36985
H: -7.31632 1.63251 -2.05553
H: -4.21679 -1.12147 -2.29553
H: -4.74102 -0.71717 -0.65107
H: -6.29640 -2.27824 -2.78436
H: -5.44209 -3.00742 -1.42698
H: -6.89812 -2.00394 -1.20421
H: -4.16840 1.69186 -1.83987
H: -5.41701 2.13729 -3.06517
H: -4.49836 0.38650 -4.59422
H: -3.09281 0.18099 -3.50650
H: -3.41904 1.71874 -4.29337
C: -0.22673 0.52798 -0.45355
C: 0.30507 1.73051 -1.19326
C: -0.35981 1.59587 -2.57494
O: -0.57551 0.18424 -2.72612
C: -0.29660 -0.54933 -1.53736
H: -1.25500 0.73873 -0.14565
H: 0.37172 0.30512 0.43014
H: 1.38793 1.62475 -1.30328
H: 0.03224 2.64290 -0.66512
H: 0.22923 1.97111 -3.40995
H: -1.34774 2.06770 -2.56567
H: 0.67497 -1.05176 -1.61577
H: -1.09174 -1.26534 -1.33262
C: 2.95989 -2.37016 0.89678
C: 2.34816 -2.36517 2.31607
C: 3.57979 -2.62973 3.18309
O: 4.65424 -2.02895 2.44091
C: 4.45072 -2.47743 1.10213
H: 2.68349 -1.46923 0.34252
H: 2.48872 -3.15626 0.29992
H: 1.55220 -3.08989 2.46448
H: 2.06435 -1.34325 2.56846
H: 3.89719 -3.67571 3.29411
H: 3.56408 -2.16622 4.16861
H: 4.86926 -3.49432 1.05612
H: 5.06536 -1.87529 0.43141

For the relative energy (zero: lowest compared OMol25 entry of this formula, charge and spin), the calculation gives 0.0 kcal per mole. The gap between HOMO and LUMO comes out at 8.84 eV. The strongest force on any atom is 1.57 eV/A. The value obtained for the calculated total energy is -2218.94000 Ha. The charge is 0. Its SMILES is CCN(CC)CC.CCN(CC)CC.CCN(CC)CC.CCN(CC)CC.CCN(CC)CC.CCN(CC)CC.C1CCOC1.C1CCOC1.

=====

# 3
Entry from the Open Molecules 2025 dataset: a molecular structure, C42H33F11N7O6RbS2 at a distorted geometry (ωB97M-V/def2-TZVPD).

Cartesian coordinates (Å):
Rb: 1.44402 0.24725 -0.11768
C: 0.96078 -2.75759 -4.37101
C: 0.91188 -2.09744 -3.13292
N: 1.95690 -1.55454 -2.55827
C: 3.14409 -1.62903 -3.18494
C: 3.30745 -2.28385 -4.42193
C: 2.16552 -2.85200 -5.01307
C: 4.60087 -2.35870 -5.03075
C: 5.67947 -1.81070 -4.42969
C: 5.55578 -1.12969 -3.17736
C: 6.66115 -0.55183 -2.52088
C: 6.47326 0.08133 -1.32501
C: 5.17017 0.15420 -0.79570
N: 4.12196 -0.36482 -1.39033
C: 4.29966 -1.01874 -2.55312
H: 0.05593 -3.16896 -4.79726
H: -0.02963 -2.01067 -2.60049
H: 2.25571 -3.35275 -5.97082
H: 4.69339 -2.87108 -5.98212
H: 6.66202 -1.87493 -4.88507
H: 7.64602 -0.63109 -2.96892
H: 7.29635 0.50908 -0.76931
H: 4.99756 0.65053 0.14891
F: -3.21386 0.56997 -3.91192
C: -2.49956 0.73538 -2.79870
F: -3.11357 1.63008 -2.03344
F: -2.46876 -0.43306 -2.15270
S: -0.75541 1.25019 -3.19060
O: 0.00896 0.72978 -2.09561
O: -0.51561 0.72539 -4.50390
N: -0.72950 2.81399 -3.09646
S: -1.26358 3.77922 -4.20955
O: -1.04257 5.12768 -3.77465
O: -2.53307 3.43482 -4.78136
C: -0.08736 3.59649 -5.66048
F: 0.06235 4.79716 -6.25537
F: -0.54041 2.75674 -6.58481
F: 1.12619 3.18837 -5.27963
C: -7.55096 2.73765 5.59127
C: -6.83326 1.49353 5.13322
C: -7.12753 0.27532 5.74315
C: -6.46044 -0.87333 5.34899
C: -5.50149 -0.82407 4.35448
C: -5.20031 0.38674 3.71510
N: -4.21728 0.51346 2.75750
C: -3.56549 -0.49563 2.06073
C: -4.21121 -1.66502 1.64405
C: -3.53169 -2.62656 0.91402
C: -2.19665 -2.44259 0.58582
C: -1.56445 -1.27331 0.98154
C: -2.21821 -0.28170 1.70009
C: -1.45910 1.01052 2.06651
O: -2.13692 1.94951 2.56852
O: -0.24162 1.02426 1.82410
C: -5.88639 1.55747 4.11252
C: -5.55372 2.86139 3.43900
H: -8.18367 2.51886 6.45168
H: -8.18621 3.14912 4.80256
H: -6.84672 3.52239 5.87610
H: -7.86801 0.23644 6.53442
H: -6.67123 -1.81752 5.83872
H: -4.94975 -1.71482 4.09023
H: -3.57043 1.33502 2.80951
H: -5.26106 -1.79932 1.86973
H: -4.05692 -3.51905 0.59210
H: -1.65567 -3.18208 0.00744
H: -0.52665 -1.12054 0.72398
H: -5.20252 2.69069 2.42186
H: -4.75012 3.38943 3.96163
H: -6.41774 3.52462 3.39916
N: 1.18941 -3.60895 -0.15606
C: 0.85191 -3.77532 0.93026
C: 0.54798 -3.85972 2.32740
C: -0.55842 -4.56902 2.78949
C: -0.82611 -4.59212 4.14715
C: 0.00204 -3.91013 5.03101
C: 1.09958 -3.20219 4.56239
C: 1.37839 -3.17010 3.20667
H: -1.20403 -5.07699 2.08614
H: -1.68962 -5.13050 4.51633
H: -0.21773 -3.92272 6.09158
H: 1.74067 -2.66195 5.24636
H: 2.22328 -2.61782 2.82353
C: 4.03954 4.63962 -4.24245
N: 3.35672 4.12958 -3.07655
C: 2.34531 4.74793 -2.37888
C: 1.97866 3.87153 -1.40034
N: 2.73564 2.73165 -1.48482
C: 3.54582 2.91865 -2.49496
H: 3.59765 5.59412 -4.51850
H: 3.92493 3.95605 -5.08286
H: 5.10110 4.78813 -4.03889
H: 1.94902 5.70397 -2.67541
H: 1.18684 3.97417 -0.67626
H: 4.27567 2.20793 -2.85647
F: 4.64486 -2.74005 1.33708
C: 4.98490 -1.44579 1.80161
F: 3.71362 -0.76841 1.74021
C: 5.22097 -1.64718 3.28232
F: 4.25471 -2.28115 4.02498
F: 5.40830 -0.46524 3.90703
F: 6.33724 -2.38502 3.48811

For the relative energy (zero: lowest compared OMol25 entry of this formula, charge and spin), the calculation gives 2.7 kcal per mole. The gap between HOMO and LUMO comes out at 5.91 eV. The strongest force on any atom is 1.36 eV/A. The value obtained for the calculated total energy is -4374.19251 Ha. The charge is -2.